(1)
{"formula": "C5H10SSi", "method": "ωB97M-V with the def2-TZVPD basis set", "species": ["C", "C", "C", "C", "C", "Si", "S", "H", "H", "H", "H", "H", "H", "H", "H", "H", "H"], "xyz": [[1.3397, 1.1052, -0.0164], [2.3395, 0.2747, -0.2676], [-1.6211, 0.5080, -1.1215], [-1.1021, -1.2688, 1.4057], [3.0941, -0.6452, -0.8467], [-1.6132, 0.4287, 0.7603], [-0.1019, 1.8954, 1.4024], [1.1646, 1.8516, -0.6787], [-2.1473, -0.4061, -1.4582], [-2.0508, 1.3645, -1.5633], [-0.5509, 0.3395, -1.4184], [-1.7154, -2.0940, 1.0424], [-0.0370, -1.4301, 1.0699], [-1.1892, -1.4336, 2.5930], [4.1248, -0.4020, -0.8301], [2.7500, -1.4462, -1.3946], [-2.6838, 1.3585, 1.3219]], "forces_ev_per_angstrom": [[0.3, -0.8, 2.9], [-2.3, -0.4, 0.2], [1.0, -2.5, 0.7], [0.0, -0.5, 2.2], [0.1, 3.1, 1.8], [0.7, 1.8, 0.2], [2.2, -2.2, -1.7], [-0.4, 1.9, -2.2], [0.0, 0.5, -0.1], [-0.3, 1.0, -0.4], [-1.0, 0.4, 0.0], [0.0, 0.1, -0.4], [-1.0, 0.2, 0.5], [0.5, 0.8, -2.6], [1.1, -0.4, 0.0], [-0.9, -1.6, -1.0], [-0.1, -1.2, 0.0]], "mulliken_charge": [-0.938, 0.700, -0.916, -0.799, -0.828, 0.456, -0.216, 0.490, 0.309, 0.317, 0.286, 0.332, 0.197, 0.256, 0.236, 0.302, -0.185], "smiles": "C=C=CS[SiH](C)C", "max_force_ev_per_a": 3.56, "e_above_lowest_kcal_mol": 29.6, "homo_lumo_gap_ha": 0.3301, "spin_multiplicity": 1}

(2)
{"formula": "C5H11BN2", "method": "ωB97M-V with the def2-TZVPD basis set", "species": ["B", "C", "C", "C", "C", "C", "N", "N", "H", "H", "H", "H", "H", "H", "H", "H", "H", "H", "H"], "xyz": [[-0.2144, 0.3270, 0.0095], [-2.5278, -1.0789, -0.9924], [-2.6555, 0.0854, -0.3577], [1.9380, -0.2019, -0.8823], [2.5137, -0.2589, 0.5236], [-1.5885, 0.5632, 0.5972], [0.6052, 0.5906, -1.0196], [1.6251, -1.1275, 1.3390], [-3.1648, -1.4671, -1.6896], [-1.6490, -1.7192, -0.7942], [-3.5184, 0.6518, -0.5963], [2.6559, 0.0829, -1.7608], [1.4747, -1.1069, -1.1956], [3.4850, -0.7534, 0.3693], [2.4396, 0.7951, 0.9738], [-1.6955, 1.5946, 0.7228], [-1.8150, 0.0330, 1.5201], [0.7872, 1.4294, -1.5930], [1.4841, -1.9352, 0.7626]], "forces_ev_per_angstrom": [[1.2, -1.0, 1.0], [2.3, 0.5, 1.9], [0.7, -1.5, -1.1], [0.1, 1.1, -2.5], [-2.0, -0.2, 0.2], [-1.2, -1.5, -0.2], [2.5, 1.1, 0.3], [-1.1, 2.8, -0.9], [-1.9, -0.7, -1.6], [-0.4, 0.4, -0.1], [-0.6, 0.9, 0.1], [-1.1, 0.0, 1.6], [0.9, -1.6, 0.1], [0.4, 0.7, 0.5], [1.0, -1.5, -0.6], [-0.2, 1.8, 0.6], [0.5, 0.3, 0.4], [-0.9, -0.7, 0.6], [0.0, -0.9, -0.3]], "mulliken_charge": [-0.015, -0.839, -0.038, -0.707, -0.302, -0.557, -0.034, -0.691, 0.329, 0.182, 0.355, 0.317, 0.353, 0.296, 0.274, 0.372, 0.271, 0.266, 0.170], "max_force_ev_per_a": 3.13, "e_above_lowest_kcal_mol": 91.0, "homo_lumo_gap_ha": [0.2803, 0.2802], "spin_multiplicity": 1}

(3)
{"formula": "C5H11Br4Na3O", "method": "ωB97M-V with the def2-TZVPD basis set", "species": ["Na", "Na", "Na", "C", "O", "H", "H", "H", "Br", "C", "C", "Br", "H", "H", "H", "H", "Br", "C", "C", "Br", "H", "H", "H", "H"], "xyz": [[-3.4888, -25.7816, -27.7993], [-2.0769, -24.8009, -22.9247], [-5.1137, -20.5683, -22.4590], [-7.3834, -24.0252, -25.3396], [-6.0070, -23.8171, -25.0181], [-7.7035, -22.9931, -25.4825], [-7.5522, -24.5431, -26.2838], [-7.9654, -24.5002, -24.5499], [-4.6116, -21.2249, -30.6803], [-6.0039, -19.8449, -30.8367], [-5.4393, -18.4546, -31.0051], [-6.9568, -17.1676, -31.3784], [-6.6206, -19.8252, -29.9382], [-6.7115, -20.0709, -31.6344], [-4.7505, -18.5266, -31.8468], [-4.8493, -18.2528, -30.1111], [-9.2977, -27.7269, -19.1021], [-7.5887, -28.5137, -19.6562], [-6.4723, -27.3614, -19.7089], [-4.8287, -28.1239, -20.5050], [-7.8614, -28.9463, -20.6188], [-7.2337, -29.2996, -18.9896], [-6.3660, -27.1472, -18.6455], [-6.6736, -26.4867, -20.3274]], "forces_ev_per_angstrom": [[-0.5, 0.2, 0.0], [-0.3, -0.2, 0.1], [-0.4, -0.1, -0.3], [1.8, 1.2, 0.4], [0.5, -0.6, 0.0], [-1.0, 0.0, -0.1], [0.0, -0.3, -0.1], [-0.1, -0.1, 0.1], [-0.4, 0.5, -0.1], [-1.5, 0.5, 0.4], [0.3, -0.7, -0.5], [1.4, -1.0, 0.5], [0.3, -0.5, 0.2], [0.5, -0.4, -0.2], [-0.2, 0.8, -0.2], [-0.4, 0.8, -0.1], [0.6, -0.1, 0.2], [0.7, 1.3, -1.0], [-1.5, -1.8, 0.2], [-0.2, 0.2, 0.4], [0.5, 0.1, 0.0], [-0.4, 0.2, 0.1], [0.7, 0.5, -0.3], [-0.4, -0.3, 0.3]], "mulliken_charge": [0.932, 0.900, 0.956, -0.506, -0.838, 0.175, 0.171, 0.201, -0.175, -0.677, -0.567, -0.135, 0.379, 0.420, 0.382, 0.374, -0.114, -0.638, -0.541, -0.206, 0.364, 0.386, 0.372, 0.384], "max_force_ev_per_a": 2.32, "e_above_lowest_kcal_mol": 106.5, "homo_lumo_gap_ha": 0.1293, "spin_multiplicity": 1, "charge": 2}

(4)
{"formula": "C5H11BrFO3P", "method": "ωB97M-V with the def2-TZVPD basis set", "species": ["C", "C", "C", "C", "C", "O", "O", "O", "F", "P", "Br", "H", "H", "H", "H", "H", "H", "H", "H", "H", "H", "H"], "xyz": [[0.2579, 1.3820, -1.9205], [-1.8190, 1.0834, 1.6657], [0.2620, -0.0825, -2.3326], [-0.8914, -0.0204, 2.1297], [1.7174, -1.9477, 0.1371], [-0.9435, -2.4065, 0.4294], [-0.3089, -0.9194, -1.4142], [0.1825, -0.1872, 1.1336], [2.2946, -2.6930, -0.8108], [0.0338, -1.3925, 0.0596], [3.1691, 0.9489, 1.2014], [-0.7090, 1.5793, -1.6360], [0.8664, 1.4636, -1.0102], [0.4948, 1.9746, -2.7831], [-2.4672, 1.4159, 2.4402], [-1.3526, 1.9794, 1.3543], [-2.2614, 0.7270, 0.7500], [1.2512, -0.3047, -2.5651], [-0.3443, -0.1409, -3.1760], [-1.4130, -0.9271, 2.2758], [-0.4631, 0.3064, 3.0647], [2.4437, -1.8387, 1.0071]], "forces_ev_per_angstrom": [[1.3, -1.6, 0.6], [0.4, -1.0, -0.8], [0.3, 2.6, 0.1], [0.5, 1.9, -0.4], [2.5, 0.1, 0.9], [-0.3, -0.4, 0.3], [-0.5, -1.3, 2.1], [-0.7, -0.7, -0.4], [-0.7, 0.3, -0.1], [-0.1, 0.6, 0.4], [-0.1, -0.2, -0.2], [-2.5, 0.9, 0.7], [0.3, 0.6, -0.5], [0.6, 0.5, 0.0], [-1.1, -0.3, 0.5], [1.3, 0.9, -0.1], [-1.1, -0.1, -0.1], [1.8, -1.1, -0.5], [-0.9, -0.5, -1.7], [-0.4, -1.1, 0.0], [0.8, -0.3, 0.2], [-1.5, 0.0, -1.0]], "mulliken_charge": [-1.020, -1.159, -0.284, -0.297, -0.265, -0.732, -0.348, -0.174, -0.221, 0.908, -0.098, 0.294, 0.176, 0.419, 0.415, 0.310, 0.280, 0.304, 0.369, 0.401, 0.317, 0.404], "max_force_ev_per_a": 2.70, "e_above_lowest_kcal_mol": 43.6, "homo_lumo_gap_ha": [0.3671, 0.2089], "spin_multiplicity": 1}

(5)
{"formula": "C5H11BrN", "method": "ωB97M-V with the def2-TZVPD basis set", "species": ["C", "C", "C", "C", "C", "N", "Br", "H", "H", "H", "H", "H", "H", "H", "H", "H", "H", "H"], "xyz": [[-0.8396, -1.5085, -0.3892], [-1.2063, -0.3425, -0.1024], [-1.5653, -2.7341, -0.0467], [0.4670, 2.4004, -0.1272], [1.6960, 0.5185, 0.5389], [0.8966, 1.0585, -0.5189], [-2.5472, 0.7397, 0.2789], [0.1337, -1.6356, -0.6538], [-0.7891, -3.3457, 0.4184], [-2.0162, -3.1963, -0.9055], [-2.3726, -2.4566, 0.6863], [-0.6510, 2.3045, 0.0772], [1.0368, 2.8634, 0.7247], [0.3337, 2.9868, -1.1136], [2.6278, 1.0348, 0.4358], [1.4528, 0.8909, 1.4821], [2.0165, -0.5243, 0.6624], [1.3263, 0.9461, -1.4475]], "forces_ev_per_angstrom": [[-0.3, -0.9, 0.2], [-0.3, 2.8, -0.2], [-1.2, 0.0, 1.7], [-2.3, 0.7, -2.5], [2.6, -0.3, -0.2], [-2.0, -1.2, 0.7], [0.2, 0.2, 0.1], [2.8, -0.3, -1.2], [-0.6, -0.5, 0.0], [0.0, -0.4, -0.4], [0.7, -0.7, -0.7], [1.4, 0.4, 0.7], [-0.5, -0.3, -1.2], [1.0, -0.3, 1.8], [1.3, 0.2, -0.1], [-1.4, 0.3, 1.5], [-0.9, -0.1, -0.8], [-0.5, 0.3, 0.6]], "mulliken_charge": [0.372, -0.115, -1.033, -0.500, -1.230, -0.199, 0.098, 0.439, 0.299, 0.299, 0.374, -0.002, 0.306, 0.324, 0.530, 0.424, 0.335, 0.280], "max_force_ev_per_a": 3.47, "e_above_lowest_kcal_mol": 112.3, "homo_lumo_gap_ha": [0.2916, 0.2917], "spin_multiplicity": 1, "charge": 1}

(6)
{"formula": "C5H11BrO2", "method": "ωB97M-V with the def2-TZVPD basis set", "species": ["C", "C", "C", "C", "C", "O", "O", "Br", "H", "H", "H", "H", "H", "H", "H", "H", "H", "H", "H"], "xyz": [[0.3570, 1.1990, 1.9352], [1.9857, 0.0888, 0.1831], [-1.1603, -0.6827, -1.0339], [-1.2734, 0.7910, -0.6011], [1.0510, 1.1884, 0.6602], [-2.1715, -1.1208, -1.9212], [1.4451, 2.3721, 0.2026], [-2.6689, 1.0918, 0.6399], [-0.4308, 0.4630, 1.9887], [1.0425, 0.9296, 2.6474], [-0.1476, 2.1493, 2.0807], [1.8747, 0.1658, -0.9207], [2.9102, 0.3979, 0.6861], [1.3940, -0.8244, 0.5131], [-1.0725, -1.3802, -0.1944], [-0.1388, -0.6438, -1.5512], [-1.1780, 1.6238, -1.3473], [-2.0361, -0.6651, -2.7837], [0.9462, 2.9673, 0.6481]], "forces_ev_per_angstrom": [[-1.6, 0.0, -1.1], [-3.5, 0.5, 0.4], [1.8, 2.2, -1.0], [1.6, -0.5, 0.2], [-1.2, -1.0, -2.1], [0.1, 0.1, -0.8], [2.5, -2.1, -2.1], [-0.3, 0.2, 0.1], [-0.2, -0.3, -0.1], [1.7, -0.2, 2.5], [0.2, 0.2, 0.4], [1.1, -0.3, 0.7], [0.3, -1.0, -0.6], [1.7, 0.6, -0.3], [-0.4, 0.2, -0.1], [-1.1, -0.6, 0.4], [-0.2, -1.1, 0.6], [-0.2, -0.5, 1.0], [-2.3, 3.5, 1.9]], "mulliken_charge": [-1.495, -1.172, -0.257, -0.410, 0.960, -0.503, -0.442, -0.176, 0.240, 0.423, 0.494, 0.256, 0.439, 0.234, 0.251, 0.111, 0.382, 0.329, 0.336], "max_force_ev_per_a": 4.59, "e_above_lowest_kcal_mol": 71.8, "homo_lumo_gap_ha": [0.2632, 0.2942], "spin_multiplicity": 1}